1.
# C18H27N2O6OsP2

A structure of composition C18H27N2O6OsP2 at a distorted geometry (ωB97M-V with the def2-TZVPD basis set, the Open Molecules 2025 dataset).

**Net charge**: +3
**Electronic energy**: -2035.1658 Eh
**Expectation value of S²**: 6.049
**Strongest force on any atom**: 5.18 eV Å⁻¹
**Multiplicity**: 5
**Kohn-Sham gap (alpha / beta)**: 5.474 / 4.757 eV

Positions of all 56 atoms, in Å:
Os 0.14544 0.23261 -0.47196
P 1.89039 1.18807 0.49580
C 3.25026 0.93008 -0.73609
C 2.94906 -0.28727 -1.57717
N 1.64851 -0.68175 -1.68164
C 1.26528 -1.53404 -2.67019
C 2.21469 -2.19148 -3.44843
C 3.56281 -1.87453 -3.29688
C 3.92082 -0.90836 -2.36486
C -0.20893 -1.70662 -2.90261
P -1.13092 -0.25338 -2.17988
H 4.95244 -0.57095 -2.22801
H 1.86392 -2.90657 -4.17844
H 4.32138 -2.36401 -3.90900
H -0.43907 -1.76702 -3.97280
H -0.61712 -2.61161 -2.42263
H 3.33775 1.83107 -1.36430
H 4.27382 0.93265 -0.30567
H 2.08092 3.19791 -2.57405
O 2.93676 2.97672 -2.95555
H 3.51398 3.73066 -2.72890
H 0.02850 2.51994 -1.52417
O 0.31143 3.42811 -1.72807
H -0.32125 3.71520 -2.41595
C -1.27410 0.89036 -3.61204
H -1.57100 0.33386 -4.51142
H -2.04595 1.64079 -3.37037
H -0.31457 1.39142 -3.79306
C -2.82398 -0.87235 -1.92290
H -3.40715 -0.06846 -1.45737
H -3.29428 -1.18651 -2.86607
H -2.78436 -1.72411 -1.23073
C 2.35810 0.28226 2.00932
H 3.37027 0.55310 2.33196
H 1.63012 0.54641 2.79059
H 2.30408 -0.79656 1.81071
C 2.05963 2.94173 0.98860
H 1.52638 3.06666 1.94125
H 3.11734 3.21548 1.12121
H 1.59778 3.58158 0.22502
O -2.27470 0.72202 0.80849
C -1.74935 -0.22114 1.44429
O -0.63919 -0.82835 1.08335
C -2.35984 -0.75393 2.71384
C -1.60771 -1.59164 3.55985
C -2.14594 -2.02855 4.76708
C -3.46058 -1.65065 5.11416
C -4.22972 -0.85432 4.24476
C -3.67738 -0.40620 3.05849
N -3.98491 -2.00776 6.38844
O -3.27206 -2.66999 7.17439
O -5.14453 -1.63167 6.67690
H -0.59104 -1.89166 3.28131
H -1.57049 -2.64985 5.45622
H -5.24469 -0.58758 4.52839
H -4.24707 0.23019 2.38677

***

2.
# C18H27N3O2

The molecule C18H27N3O2 (ωB97M-V with the def2-TZVPD basis set, the Open Molecules 2025 dataset).

**ΔE to the lowest compared entry with this formula, charge and spin**: 0.0 kJ/mol
**Electronic energy**: -1016.9266 Eh
**SMILES**: CCc1cccc(NC(=O)CCCCC[C@@H]2NC(=O)N[C@H]2C)c1
**Strongest force on any atom**: 0.64 eV Å⁻¹
**Kohn-Sham gap**: 9.275 eV

Positions of all 50 atoms, in Å:
C 3.03683 4.11465 0.57330
H 2.34687 4.47405 -0.18642
H 4.04958 4.37797 0.27686
H 2.80672 4.61671 1.51047
C 2.90159 2.59950 0.73463
C 1.50156 2.24147 1.14692
C 0.52877 2.03312 0.17815
C -0.77624 1.72697 0.54520
C -1.11129 1.65048 1.89529
C -0.14660 1.86402 2.85915
C 1.15628 2.15511 2.49024
H 1.90922 2.31387 3.24871
H -0.40984 1.78975 3.90262
H -2.12220 1.40753 2.18800
N -1.78370 1.47308 -0.39415
C -1.66034 1.23680 -1.72999
O -0.63467 1.37191 -2.36236
C -2.96301 0.79745 -2.38066
H -3.71924 1.56594 -2.20038
C -3.49118 -0.55629 -1.88845
H -4.41496 -0.76234 -2.43435
C -2.51471 -1.71536 -2.10837
H -2.04482 -1.61132 -3.08816
H -3.07564 -2.65351 -2.10716
C -1.43601 -1.78525 -1.03000
H -1.91406 -1.87614 -0.05136
H -0.85999 -0.86320 -1.03248
C -0.47650 -2.95431 -1.23704
H 0.03065 -2.84852 -2.19790
H -1.03785 -3.89253 -1.25698
C 0.58739 -3.04393 -0.13006
N 0.00411 -3.14927 1.18937
C 0.00546 -1.94040 1.84473
O -0.58938 -1.67709 2.86398
N 0.80235 -1.10407 1.12318
H 1.14855 -0.24195 1.50702
C 1.44453 -1.76344 0.00988
C 2.91265 -2.07231 0.30256
H 2.99136 -2.70328 1.18474
H 3.45685 -1.14833 0.48396
H 3.36690 -2.58334 -0.54224
H 1.37950 -1.13759 -0.88740
H -0.73206 -3.81127 1.36830
H 1.22353 -3.91640 -0.32335
H -3.74748 -0.50409 -0.82708
H -2.78068 0.74366 -3.45511
H -2.69063 1.29631 0.01526
H 0.78725 2.09588 -0.86575
H 3.61198 2.25332 1.48891
H 3.14263 2.11595 -0.21423

***

3.
# C18H27N3O2

The molecule C18H27N3O2 (ωB97M-V with the def2-TZVPD basis set, the Open Molecules 2025 dataset).

**ΔE to the lowest compared entry with this formula, charge and spin**: 119.5 kJ/mol
**Electronic energy**: -1016.8811 Eh
**SMILES**: Cc1ccc(CCN2C[C@H](C(=O)NCCN(C)C)CC2=O)cc1
**Strongest force on any atom**: 0.70 eV Å⁻¹
**Kohn-Sham gap**: 9.025 eV

Positions of all 50 atoms, in Å:
C 2.17775 3.07738 -0.04660
C 0.68991 2.96085 -0.18388
C -0.10110 2.52354 0.86897
C -1.47443 2.41824 0.72992
C -2.09418 2.74682 -0.46816
C -1.30429 3.19807 -1.51972
C 0.06607 3.30392 -1.37875
H 0.66553 3.65487 -2.20686
H -1.76900 3.46547 -2.45849
C -3.57000 2.53838 -0.64157
H -4.00535 3.33069 -1.25246
H -4.06106 2.53414 0.33208
C -3.84732 1.18323 -1.32344
N -3.16232 0.10625 -0.65481
C -3.57003 -0.41741 0.51804
O -4.58750 -0.13154 1.10857
C -2.52220 -1.44219 0.94539
H -2.87399 -2.43376 0.65104
H -2.37466 -1.43247 2.02349
C -1.28047 -1.04135 0.14003
C -0.39024 -2.23339 -0.18684
O -0.54913 -2.93220 -1.16569
N 0.56865 -2.46057 0.73568
H 0.68295 -1.80963 1.49523
C 1.57773 -3.48008 0.55619
H 1.09669 -4.32523 0.05827
H 1.93808 -3.79727 1.53591
C 2.75086 -3.01209 -0.33638
N 3.65822 -2.02527 0.19978
C 3.10989 -0.70289 0.38709
H 2.52985 -0.59315 1.31783
H 3.93433 0.01155 0.42551
H 2.46929 -0.44863 -0.45507
C 4.42177 -2.46455 1.34415
H 5.24254 -1.76503 1.50445
H 4.84050 -3.44854 1.14183
H 3.83342 -2.51557 2.27427
H 2.32768 -2.61290 -1.26150
H 3.34541 -3.89400 -0.59007
H -0.71111 -0.28501 0.68879
C -1.89332 -0.41053 -1.11428
H -2.04015 -1.18389 -1.88022
H -1.27009 0.38612 -1.52492
H -4.92174 0.98193 -1.28998
H -3.51552 1.20156 -2.36345
H -2.07514 2.07367 1.55992
H 0.36237 2.26419 1.81141
H 2.51429 2.67998 0.90777
H 2.48071 4.12212 -0.11118
H 2.67985 2.53615 -0.84727

***

4.
# C18H27N3O2S

A cluster of 2 separate species, C18H27N3O2S in total at a distorted geometry (ωB97M-V with the def2-TZVPD basis set, the Open Molecules 2025 dataset).

**ΔE to the lowest compared entry with this formula, charge and spin**: 1675.1 kJ/mol
**Electronic energy**: -1414.4744 Eh
**Strongest force on any atom**: 16.31 eV Å⁻¹
**Kohn-Sham gap**: 8.179 eV

Positions of all 51 atoms, in Å:
C 8.09557 2.60837 -0.36209
C 7.24776 1.43298 -0.68945
C 7.32660 0.50665 0.41500
C 6.24229 -0.76555 0.20516
O 4.90187 -0.38865 0.17929
C 3.76509 -1.13347 0.23757
C 3.81621 -2.53914 0.09648
C 2.72689 -3.14440 -0.31049
C 1.44712 -2.56182 -0.16437
C 1.44395 -1.26265 0.16538
C 2.50115 -0.26240 0.32908
H 2.37960 0.69079 0.41311
C 0.13503 -0.68893 0.22311
O 0.00837 0.65985 0.93403
N -0.97153 -1.11436 -0.37075
N -2.28185 -0.55111 0.07973
C -3.26301 -1.48334 0.09474
N -4.50470 -0.84202 0.51697
H -5.15605 -1.29800 0.27967
C -4.77121 0.65358 0.83301
C -4.80746 1.44589 -0.65849
C -6.05899 1.16608 -1.30226
C -7.26078 1.36107 -0.64777
C -7.32910 0.43064 0.72532
C -6.08133 0.88961 1.20976
H -6.10071 1.76814 1.79815
H -6.05776 -0.12320 2.32140
H -8.15525 0.69967 1.07502
H -7.31660 -0.70889 0.37416
H -8.05926 0.93720 -1.27644
H -7.36172 2.40654 -0.47280
H -5.96863 1.67069 -2.47865
H -5.80514 0.07255 -1.75889
H -4.85887 2.37534 -0.31049
H -3.85797 1.24445 -1.10740
H -3.90593 1.18245 1.41498
S -3.17685 -2.91610 -0.57089
H -2.11417 0.36065 0.75844
H -1.04806 -2.01856 -0.54360
H 0.50633 -3.08073 -0.04662
H 2.91012 -4.30273 -0.21392
H 4.72314 -2.82742 0.06751
H 6.24257 -1.22560 -0.72939
H 6.29379 -1.64676 1.02477
H 6.82691 0.96272 1.31834
H 8.33265 -0.06021 0.49530
H 6.15272 1.70186 -0.71511
H 7.47586 0.81009 -1.59409
H 8.00753 3.41806 -1.36469
H 7.66532 3.18481 0.53045
H 9.09853 2.30534 -0.42729